Entry 1:
{
  "formula": "C3H8O3S",
  "method": "wB97M-V/def2-TZVPD",
  "e_homo_ev": -9.47,
  "smiles": "O=C(O)CCS.O",
  "total_charge": 0,
  "e_tot_ha": -742.97439,
  "homo_lumo_gap_ev": 9.883,
  "e_above_lowest_kj_mol": 153.2,
  "lumo_ha": 0.015,
  "elements": ["O", "C", "O", "C", "C", "S", "H", "H", "H", "H", "H", "H", "O", "H", "H"],
  "xyz": [[-2.648, 0.315, 0.354], [-2.064, 0.429, -0.746], [-2.389, 1.527, -1.511], [-1.316, -0.589, -1.432], [0.106, -0.441, -1.536], [0.934, 0.433, -0.227], [-2.937, 2.239, -0.933], [-1.738, -1.603, -1.081], [-1.806, -0.711, -2.511], [0.517, 0.146, -2.448], [0.587, -1.464, -1.651], [1.134, -0.546, 0.668], [3.854, 0.494, 4.479], [3.786, -0.406, 5.004], [3.980, 0.179, 3.574]],
  "nbo_charge": [-0.588, 0.787, -0.705, -0.559, -0.552, -0.010, 0.511, 0.259, 0.252, 0.244, 0.241, 0.121, -0.934, 0.468, 0.466]
}

***

Entry 2:
{
  "formula": "C5H6N2O",
  "method": "wB97M-V/def2-TZVPD",
  "e_homo_ev": -8.98,
  "smiles": "C/C(C#N)=C(\\N)C=O",
  "total_charge": 0,
  "e_tot_ha": -378.85647,
  "homo_lumo_gap_ev": 8.597,
  "e_above_lowest_kj_mol": 38.0,
  "lumo_ha": -0.014,
  "elements": ["C", "C", "C", "N", "C", "N", "C", "O", "H", "H", "H", "H", "H", "H"],
  "xyz": [[-1.482, 1.157, -0.002], [-0.659, -0.099, 0.022], [-1.408, -1.287, 0.038], [-2.082, -2.219, 0.046], [0.705, -0.144, 0.025], [1.539, 0.930, 0.047], [1.406, -1.442, 0.047], [2.609, -1.536, -0.007], [-2.118, 1.201, 0.882], [-0.859, 2.047, -0.022], [-2.135, 1.162, -0.875], [1.220, 1.844, -0.217], [2.514, 0.711, -0.090], [0.749, -2.323, 0.106]],
  "nbo_charge": [-0.615, -0.181, 0.250, -0.317, 0.130, -0.784, 0.393, -0.511, 0.236, 0.207, 0.234, 0.395, 0.416, 0.149]
}

***

Entry 3:
{
  "formula": "C25H27AsClHfN4O5SSe",
  "method": "wB97M-V/def2-TZVPD",
  "e_homo_ev": -15.73,
  "total_charge": 3,
  "e_tot_ha": -7106.59949,
  "homo_lumo_gap_ev": 5.616,
  "e_above_lowest_kj_mol": 21.8,
  "lumo_ha": -0.372,
  "elements": ["Hf", "Se", "N", "C", "C", "C", "C", "C", "N", "C", "C", "N", "C", "C", "C", "C", "C", "N", "H", "H", "H", "H", "H", "H", "O", "Cl", "O", "O", "O", "C", "As", "C", "C", "C", "C", "C", "C", "C", "C", "H", "H", "H", "H", "H", "H", "H", "H", "H", "H", "H", "H", "H", "O", "S", "C", "C", "C", "C", "H", "H", "H", "H", "H", "H", "H", "H"],
  "xyz": [[-0.378, 1.098, 0.229], [6.819, -1.839, 0.605], [5.925, -0.702, 1.613], [4.734, -0.569, 1.081], [3.697, 0.285, 1.635], [3.877, 1.040, 2.803], [2.837, 1.811, 3.279], [1.637, 1.824, 2.587], [1.442, 1.118, 1.461], [2.468, 0.346, 0.986], [2.218, -0.436, -0.218], [0.978, -0.342, -0.765], [0.701, -1.048, -1.867], [1.629, -1.880, -2.473], [2.885, -1.997, -1.914], [3.196, -1.267, -0.761], [4.488, -1.335, -0.101], [5.482, -2.082, -0.518], [4.832, 0.994, 3.313], [2.938, 2.398, 4.181], [0.804, 2.414, 2.945], [-0.296, -0.934, -2.280], [1.358, -2.428, -3.364], [3.640, -2.643, -2.345], [-2.853, 3.538, 1.889], [-1.911, 2.740, 1.275], [-0.626, 3.351, 0.957], [-2.332, 2.128, -0.002], [-1.481, 1.545, 2.056], [-3.372, -0.810, 1.674], [-2.040, -0.960, 0.274], [-3.217, -1.197, -1.254], [-1.249, -2.745, 0.633], [-2.280, -3.825, 0.517], [-2.966, -4.272, 1.643], [-3.917, -5.276, 1.529], [-4.189, -5.839, 0.290], [-3.501, -5.406, -0.837], [-2.550, -4.405, -0.723], [-3.942, -1.737, 1.661], [-4.036, 0.025, 1.454], [-2.914, -0.670, 2.650], [-3.912, -1.989, -0.980], [-2.686, -1.480, -2.160], [-3.757, -0.265, -1.419], [-0.847, -2.678, 1.646], [-0.422, -2.897, -0.062], [-2.739, -3.854, 2.618], [-4.437, -5.628, 2.410], [-4.925, -6.626, 0.204], [-3.700, -5.856, -1.799], [-1.992, -4.087, -1.598], [0.126, 2.182, -1.381], [1.137, 3.086, -2.198], [1.866, 4.226, -0.974], [1.333, 5.628, -1.294], [-0.063, 5.448, -1.883], [0.087, 4.356, -2.934], [2.949, 4.134, -1.041], [1.531, 3.863, -0.003], [1.986, 6.111, -2.022], [1.331, 6.243, -0.396], [-0.437, 6.364, -2.338], [-0.776, 5.140, -1.116], [0.642, 4.698, -3.811], [-0.829, 3.868, -3.266]],
  "nbo_charge": [2.269, 1.161, -0.583, 0.093, -0.070, -0.027, -0.227, 0.116, -0.668, 0.242, 0.136, -0.608, 0.086, -0.222, -0.060, 0.025, 0.064, -0.581, 0.280, 0.277, 0.238, 0.227, 0.273, 0.279, -0.597, 2.485, -0.782, -0.787, -0.822, -0.903, 0.800, -0.901, -0.650, -0.121, -0.211, -0.183, -0.170, -0.205, -0.165, 0.274, 0.254, 0.254, 0.280, 0.245, 0.257, 0.249, 0.235, 0.215, 0.243, 0.245, 0.239, 0.192, -1.035, 1.239, -0.563, -0.419, -0.417, -0.564, 0.273, 0.240, 0.243, 0.266, 0.277, 0.217, 0.275, 0.280]
}

***

Entry 4:
{
  "formula": "C4H6NP",
  "method": "wB97M-V/def2-TZVPD",
  "e_homo_ev": -9.66,
  "smiles": "[H]/N=P/C#C.C=C",
  "total_charge": 0,
  "e_tot_ha": -551.95729,
  "homo_lumo_gap_ev": 9.343,
  "e_above_lowest_kj_mol": 349.4,
  "lumo_ha": -0.012,
  "elements": ["H", "N", "P", "C", "C", "H", "C", "C", "H", "H", "H", "H"],
  "xyz": [[2.492, 2.102, -0.268], [2.147, 1.086, -0.318], [1.452, 0.767, 1.009], [1.125, -0.932, 0.693], [1.242, -2.128, 0.685], [1.412, -3.135, 0.771], [-1.237, -0.129, -0.178], [-1.930, 0.893, -0.573], [-0.732, -0.775, -0.860], [-1.481, -0.377, 0.815], [-1.713, 1.250, -1.660], [-2.777, 1.377, -0.117]],
  "nbo_charge": [0.365, -1.072, 1.074, -0.453, -0.150, 0.226, -0.430, -0.358, 0.225, 0.193, 0.179, 0.201]
}

***

Entry 5:
{
  "formula": "C13H21N7O6P2Rh",
  "method": "wB97M-V/def2-TZVPD",
  "e_homo_ev": [-11.28, -11.28],
  "total_charge": 1,
  "e_tot_ha": -2135.94201,
  "homo_lumo_gap_ev": [6.387, 6.388],
  "e_above_lowest_kj_mol": 0.0,
  "lumo_ha": [-0.180, -0.180],
  "elements": ["Rh", "N", "C", "C", "P", "O", "O", "O", "P", "O", "O", "O", "H", "H", "H", "H", "H", "H", "H", "H", "C", "C", "N", "C", "N", "C", "C", "C", "N", "C", "H", "H", "H", "H", "H", "H", "H", "H", "H", "H", "H", "H", "H", "N", "C", "C", "C", "N", "C", "N"],
  "xyz": [[-0.017, 0.894, -1.103], [4.268, 1.990, -1.127], [3.092, 2.119, -0.170], [3.458, 2.974, 1.032], [2.662, 0.329, 0.197], [3.251, 0.037, 1.638], [3.332, -0.434, -0.867], [1.125, 0.255, 0.382], [1.711, 2.802, -1.165], [2.358, 4.171, -1.624], [1.533, 1.796, -2.290], [0.442, 2.923, -0.355], [4.116, 1.103, -1.651], [5.144, 1.885, -0.610], [4.355, 2.792, -1.757], [4.266, 2.521, 1.606], [2.589, 3.061, 1.684], [3.746, 3.981, 0.728], [2.627, 0.116, 2.368], [1.764, 4.827, -2.007], [-2.487, -2.894, 2.156], [-1.283, -2.944, 1.240], [-1.032, -1.603, 0.719], [-1.991, -0.696, 0.483], [-1.660, 0.468, -0.072], [-2.617, 1.567, -0.225], [-3.871, 1.347, 0.602], [-4.331, -0.082, 0.405], [-3.262, -0.982, 0.821], [-3.644, -2.272, 1.401], [-2.258, -2.300, 3.044], [-2.760, -3.897, 2.481], [-1.444, -3.647, 0.421], [-0.388, -3.268, 1.768], [-0.084, -1.279, 0.617], [-2.896, 1.663, -1.282], [-2.123, 2.493, 0.073], [-4.643, 2.050, 0.291], [-3.663, 1.517, 1.659], [-4.602, -0.265, -0.640], [-5.204, -0.305, 1.016], [-3.985, -2.944, 0.608], [-4.488, -2.091, 2.067], [-0.153, -0.739, -2.146], [0.508, -1.721, -2.147], [1.256, -2.837, -2.122], [0.821, -3.914, -1.296], [0.483, -4.770, -0.606], [2.489, -2.882, -2.837], [3.487, -2.914, -3.406]],
  "nbo_charge": [1.286, -0.701, -0.627, -0.645, 2.390, -0.978, -1.090, -1.015, 2.351, -0.997, -1.069, -1.069, 0.500, 0.440, 0.445, 0.238, 0.260, 0.238, 0.527, 0.542, -0.422, -0.217, -0.597, 0.663, -0.547, -0.243, -0.415, -0.207, -0.409, -0.201, 0.213, 0.242, 0.219, 0.229, 0.434, 0.191, 0.227, 0.238, 0.218, 0.201, 0.223, 0.202, 0.216, -0.503, 0.490, -0.461, 0.294, -0.313, 0.284, -0.271]
}

***

Entry 6:
{
  "formula": "C16H59N3O12",
  "method": "wB97M-V/def2-TZVPD",
  "e_homo_ev": [-11.00, -11.00],
  "total_charge": 1,
  "e_tot_ha": -1711.71886,
  "s_squared": 0.754,
  "spin_multiplicity": 2,
  "homo_lumo_gap_ev": [8.476, 3.539],
  "lumo_ha": [-0.093, -0.274],
  "elements": ["C", "C", "O", "H", "H", "H", "H", "H", "H", "C", "C", "O", "H", "H", "H", "H", "H", "H", "C", "C", "C", "O", "C", "N", "H", "H", "H", "H", "H", "H", "H", "H", "H", "H", "H", "C", "C", "C", "O", "C", "N", "H", "H", "H", "H", "H", "H", "H", "H", "H", "H", "H", "C", "C", "C", "O", "C", "N", "H", "H", "H", "H", "H", "H", "H", "H", "H", "H", "H", "O", "H", "H", "O", "H", "H", "O", "H", "H", "O", "H", "H", "O", "H", "H", "O", "H", "H", "O", "H", "H"],
  "xyz": [[0.881, -1.472, -0.113], [-0.089, -0.513, -0.811], [-1.167, -1.225, -1.483], [1.736, -1.018, 0.388], [1.321, -2.217, -0.776], [0.281, -1.994, 0.632], [0.394, 0.178, -1.502], [-0.524, 0.082, -0.009], [-1.612, -1.718, -0.790], [4.816, 0.670, 1.068], [5.413, -0.270, 2.175], [6.312, 0.445, 2.939], [4.000, 0.160, 0.555], [5.569, 0.962, 0.336], [4.491, 1.592, 1.551], [5.958, -1.095, 1.716], [4.635, -0.770, 2.752], [6.889, -0.052, 3.523], [-6.336, 4.236, 2.072], [-5.729, 3.441, 3.304], [-4.273, 2.920, 2.964], [-4.256, 1.911, 1.973], [-3.056, 1.160, 1.887], [-5.823, 4.388, 4.436], [-5.748, 5.134, 1.882], [-7.387, 4.477, 2.231], [-6.256, 3.617, 1.178], [-6.373, 2.598, 3.553], [-3.847, 2.617, 3.921], [-3.674, 3.723, 2.535], [-3.277, 0.433, 1.105], [-2.820, 0.555, 2.763], [-2.238, 1.750, 1.474], [-5.312, 4.042, 5.236], [-5.337, 5.184, 4.049], [-3.139, 3.969, -1.772], [-1.920, 4.061, -2.694], [-1.258, 5.407, -2.493], [-2.253, 6.355, -2.990], [-1.847, 7.724, -2.965], [-0.946, 3.096, -2.347], [-3.020, 4.483, -0.818], [-3.392, 2.934, -1.543], [-3.980, 4.475, -2.247], [-2.081, 3.998, -3.770], [-0.375, 5.479, -3.128], [-0.918, 5.688, -1.496], [-2.718, 8.306, -3.266], [-1.094, 7.965, -3.716], [-1.510, 7.941, -1.951], [-1.392, 2.209, -2.531], [-0.637, 3.212, -1.392], [5.357, -6.706, 2.085], [6.031, -5.357, 1.786], [5.242, -4.212, 2.504], [3.890, -4.188, 2.036], [3.023, -3.249, 2.703], [7.407, -5.456, 2.340], [4.283, -6.767, 1.910], [5.523, -7.026, 3.114], [5.869, -7.427, 1.447], [5.987, -5.216, 0.706], [5.655, -3.205, 2.450], [5.270, -4.401, 3.577], [1.969, -3.512, 2.605], [3.127, -2.209, 2.393], [3.234, -3.101, 3.762], [7.450, -5.208, 3.318], [7.566, -6.449, 2.240], [-0.718, -0.245, -4.929], [-0.149, -0.696, -4.305], [-1.225, -0.945, -5.341], [-2.839, -2.006, -4.447], [-2.445, -2.608, -3.816], [-3.714, -1.834, -4.101], [-2.536, 0.711, -2.577], [-2.108, -0.023, -2.136], [-2.525, 0.473, -3.504], [-1.985, -3.981, -2.659], [-2.213, -3.636, -1.796], [-1.555, -4.817, -2.478], [0.741, -1.877, -3.437], [0.122, -1.655, -2.740], [1.265, -2.590, -3.073], [-2.525, -2.929, 0.051], [-3.407, -2.617, 0.253], [-2.496, -3.816, 0.410], [2.607, -3.876, -2.864], [3.218, -3.754, -2.137], [2.522, -4.825, -2.949]],
  "mulliken_spin": [0.000, -0.002, 0.000, 0.000, 0.000, 0.000, 0.001, 0.001, 0.000, 0.000, 0.000, 0.000, 0.000, 0.000, 0.000, 0.000, 0.000, 0.000, 0.000, 0.000, 0.000, 0.000, 0.000, 0.000, 0.000, 0.000, 0.000, 0.000, 0.000, 0.000, 0.000, 0.000, 0.000, 0.000, 0.000, 0.168, -0.006, 0.020, 0.003, 0.001, 0.825, -0.003, -0.013, 0.008, 0.007, -0.004, -0.004, 0.000, 0.000, 0.000, -0.004, -0.011, 0.000, 0.000, 0.000, 0.000, 0.000, 0.000, 0.000, 0.000, 0.000, 0.000, 0.000, 0.000, 0.000, 0.000, 0.000, 0.000, 0.000, 0.000, 0.000, 0.000, 0.000, 0.000, 0.000, 0.012, 0.001, 0.000, 0.000, 0.000, 0.000, 0.000, 0.000, 0.000, 0.000, 0.000, 0.000, 0.000, 0.000, 0.000]
}